Density functional theory data (ωB97M-V with the def2-TZVPD basis set) for C46H38N7O5Ru as an isolated structure.

ORCA input file:
```
! RIJCOSX wB97M-V def2-TZVPD def2/J DEFGRID3
* xyz 0 2
Ru 0.261 0.153 0.134
C -0.004 -0.825 4.538
C 0.453 -0.927 3.238
N -0.256 -0.496 2.187
C -1.486 0.033 2.391
C -2.037 0.164 3.692
C -1.257 -0.284 4.778
C -3.306 0.748 3.837
C -3.989 1.232 2.732
C -3.485 1.086 1.457
C -2.260 0.419 1.250
N -1.716 0.125 0.052
C -2.319 -0.030 -1.140
C -3.697 -0.225 -1.373
C -4.177 -0.327 -2.662
C -3.332 -0.236 -3.756
C -1.942 -0.118 -3.575
C -1.024 -0.040 -4.641
C 0.328 0.007 -4.347
C 0.751 -0.045 -3.032
N -0.098 -0.062 -1.997
C -1.425 -0.074 -2.253
H 0.610 -1.175 5.353
H 1.405 -1.381 3.002
H -1.658 -0.221 5.777
H -3.715 0.855 4.830
H -4.932 1.742 2.867
H -3.979 1.530 0.606
H -4.365 -0.343 -0.536
H -5.233 -0.484 -2.824
H -3.723 -0.272 -4.761
H -1.386 -0.007 -5.657
H 1.060 0.070 -5.137
H 1.804 -0.073 -2.793
O -0.333 4.343 1.213
C 0.164 3.252 0.978
O -0.158 2.440 0.072
C 1.363 2.826 1.850
C 2.068 3.792 2.561
C 3.160 3.404 3.313
C 3.516 2.062 3.320
C 2.752 1.172 2.586
N 1.695 1.543 1.872
H 1.728 4.815 2.519
H 3.740 4.130 3.864
H 4.365 1.721 3.893
H 3.021 0.127 2.547
C 1.218 -6.757 -0.979
O 0.983 -7.133 0.369
C 1.771 -6.540 1.332
C 2.519 -7.359 2.164
C 3.281 -6.818 3.184
C 3.300 -5.448 3.379
C 2.563 -4.618 2.555
C 1.792 -5.147 1.523
N 0.972 -4.353 0.718
C 1.133 -3.030 0.357
N 2.410 -2.573 0.389
C 2.953 -1.368 -0.085
C 2.231 -0.190 -0.264
C 2.905 0.921 -0.777
C 4.257 0.888 -1.052
C 4.983 -0.273 -0.825
C 4.340 -1.402 -0.347
O 4.974 -2.612 -0.111
C 6.037 -2.948 -0.975
N 0.131 -2.338 -0.066
C -1.171 -2.859 -0.056
C -1.890 -3.029 1.125
C -3.218 -3.419 1.100
C -3.850 -3.627 -0.112
C -3.141 -3.518 -1.300
C -1.798 -3.172 -1.284
O -0.984 -3.132 -2.380
C -1.521 -3.490 -3.629
H 1.056 -7.657 -1.575
H 2.244 -6.411 -1.124
H 0.526 -5.979 -1.318
H 2.485 -8.425 1.997
H 3.864 -7.465 3.818
H 3.873 -5.019 4.186
H 2.551 -3.553 2.731
H 0.063 -4.746 0.500
H 3.117 -3.288 0.519
H 2.345 1.832 -0.960
H 4.751 1.764 -1.444
H 6.040 -0.291 -1.037
H 6.897 -2.282 -0.854
H 5.709 -2.923 -2.022
H 6.327 -3.963 -0.703
H -1.396 -2.845 2.069
H -3.759 -3.550 2.025
H -4.894 -3.899 -0.147
H -3.646 -3.710 -2.235
H -0.697 -3.398 -4.336
H -2.328 -2.816 -3.929
H -1.882 -4.525 -3.630
*
```

## Properties
- relative energy (zero: lowest compared OMol25 entry of this formula, charge and spin) (kcal per mole) = 27.21

Density functional theory data (ωB97M-V with the def2-TZVPD basis set) for C46H39BrN5O3PSSn as an isolated structure.

ORCA input file:
```
! RIJCOSX wB97M-V def2-TZVPD def2/J DEFGRID3
* xyz 2 1
Sn 0.387 1.914 -0.877
C 1.678 3.559 2.192
C 0.272 3.098 2.452
C -0.190 2.908 3.754
C -1.502 2.533 3.956
C -2.341 2.380 2.860
C -1.818 2.605 1.601
N -0.534 2.923 1.404
C -2.652 2.512 0.364
C -4.038 2.506 0.408
C -4.742 2.405 -0.778
C -4.052 2.321 -1.976
C -2.668 2.344 -1.948
N -1.995 2.449 -0.798
C -1.844 2.295 -3.192
C -2.384 1.978 -4.419
C -1.571 2.049 -5.543
C -0.259 2.449 -5.404
C 0.236 2.721 -4.133
C 1.656 3.177 -3.948
N -0.544 2.618 -3.052
H 1.763 4.620 2.436
H 1.949 3.430 1.147
H 2.391 3.017 2.811
H 0.480 3.066 4.589
H -1.878 2.366 4.957
H -3.372 2.088 2.998
H -4.564 2.605 1.345
H -5.824 2.402 -0.772
H -4.592 2.269 -2.909
H -3.414 1.668 -4.515
H -1.971 1.804 -6.518
H 0.390 2.553 -6.264
H 1.779 4.174 -4.375
H 2.349 2.509 -4.460
H 1.930 3.228 -2.896
O 1.918 1.056 1.569
C 1.825 0.021 2.150
C 2.582 -0.665 3.208
C 3.648 -0.333 4.045
C 4.044 -1.305 4.939
C 3.403 -2.557 4.986
C 2.358 -2.880 4.137
C 1.958 -1.907 3.231
P 0.718 -1.540 1.922
C 1.203 -2.573 0.528
C 2.561 -2.815 0.334
C 2.980 -3.589 -0.737
C 2.049 -4.130 -1.611
C 0.693 -3.898 -1.418
C 0.270 -3.118 -0.355
C -0.785 -2.043 2.763
C -1.352 -1.161 3.684
C -2.442 -1.561 4.437
C -2.970 -2.838 4.270
C -2.398 -3.715 3.363
C -1.296 -3.326 2.609
H 4.129 0.635 4.010
H 4.855 -1.103 5.625
H 3.739 -3.286 5.713
H 1.881 -3.852 4.191
H 3.296 -2.407 1.017
H 4.035 -3.779 -0.881
H 2.378 -4.748 -2.437
H -0.035 -4.331 -2.092
H -0.790 -2.957 -0.203
H -0.943 -0.162 3.807
H -2.882 -0.882 5.157
H -3.822 -3.151 4.860
H -2.803 -4.712 3.243
H -0.847 -4.024 1.914
Br -4.797 -3.214 -2.977
C -4.190 -2.329 -1.430
C -4.986 -2.304 -0.293
C -4.531 -1.650 0.845
C -3.284 -1.044 0.854
C -2.500 -1.079 -0.291
C -2.956 -1.706 -1.448
C -1.182 -0.389 -0.324
O -0.830 0.157 -1.400
O -0.465 -0.281 0.717
H -5.952 -2.792 -0.301
H -5.155 -1.622 1.729
H -2.917 -0.543 1.741
H -2.348 -1.705 -2.344
S 2.148 -0.034 -2.282
C 3.470 0.431 -3.232
N 4.437 1.291 -2.893
C 5.518 1.362 -3.883
C 4.963 0.497 -5.038
N 3.726 -0.035 -4.458
H 4.521 1.632 -1.952
H 6.441 0.952 -3.476
H 5.701 2.389 -4.188
H 5.642 -0.307 -5.310
H 4.753 1.088 -5.928
H 3.102 -0.676 -4.915
*
```

## Properties
- relative energy (zero: lowest compared OMol25 entry of this formula, charge and spin) (kcal per mole) = 4.33

Density functional theory data (ωB97M-V with the def2-TZVPD basis set) for C46H39MnN2O3P2Se as an isolated structure.

ORCA input file:
```
! RIJCOSX wB97M-V def2-TZVPD def2/J DEFGRID3
* xyz 2 5
Mn 0.139 -0.201 0.104
O 1.235 -2.225 -2.223
C 0.330 -3.132 -2.729
C 0.540 -3.922 -3.849
C -0.460 -4.792 -4.255
C -1.654 -4.874 -3.556
C -1.885 -4.050 -2.468
C -0.894 -3.164 -2.060
P -1.111 -2.008 -0.663
C -1.032 -3.136 0.768
C -2.089 -3.920 1.211
C -1.931 -4.694 2.349
C -0.726 -4.703 3.034
C 0.342 -3.947 2.575
C 0.189 -3.162 1.449
C -2.840 -1.502 -0.883
C -3.326 -1.305 -2.177
C -4.642 -0.929 -2.364
C -5.468 -0.717 -1.270
C -4.971 -0.865 0.016
C -3.655 -1.240 0.217
C 2.522 -2.566 -1.907
C 3.140 -3.792 -2.077
C 4.459 -3.935 -1.673
C 5.153 -2.878 -1.105
C 4.521 -1.664 -0.892
C 3.201 -1.508 -1.285
P 2.164 -0.036 -1.048
C 3.330 1.019 -0.115
C 4.100 2.034 -0.666
C 5.033 2.695 0.117
C 5.178 2.373 1.455
C 4.401 1.372 2.018
C 3.488 0.692 1.233
C 2.072 0.631 -2.742
C 3.210 0.832 -3.522
C 3.086 1.416 -4.771
C 1.838 1.761 -5.264
C 0.698 1.500 -4.518
C 0.814 0.940 -3.258
H 1.460 -3.850 -4.408
H -0.304 -5.413 -5.122
H -2.416 -5.569 -3.869
H -2.826 -4.099 -1.942
H -3.032 -3.915 0.686
H -2.754 -5.292 2.708
H -0.616 -5.302 3.924
H 1.285 -3.970 3.100
H 1.026 -2.561 1.069
H -2.679 -1.465 -3.029
H -5.028 -0.805 -3.363
H -6.496 -0.431 -1.421
H -5.614 -0.689 0.863
H -3.264 -1.352 1.218
H 2.605 -4.628 -2.498
H 4.944 -4.890 -1.800
H 6.181 -3.005 -0.807
H 5.046 -0.850 -0.416
H 3.990 2.296 -1.707
H 5.656 3.459 -0.324
H 5.903 2.896 2.059
H 4.516 1.114 3.061
H 2.902 -0.115 1.661
H 4.183 0.523 -3.163
H 3.965 1.600 -5.368
H 1.753 2.214 -6.238
H -0.279 1.726 -4.921
H -0.081 0.707 -2.677
C -1.280 -0.213 4.078
O -1.458 -0.600 2.694
C -0.566 -0.295 1.833
O 0.489 0.321 1.966
H -2.265 -0.277 4.537
H -0.895 0.807 4.147
H -0.590 -0.902 4.570
C -0.357 3.768 2.337
N 0.394 3.772 1.110
C 0.131 3.067 -0.001
Se -1.299 1.909 -0.319
N 1.036 3.381 -0.951
C 1.922 4.306 -0.447
C 3.008 4.966 -1.003
C 3.699 5.832 -0.178
C 3.323 6.045 1.149
C 2.226 5.414 1.702
C 1.523 4.540 0.883
H -1.292 3.227 2.191
H -0.591 4.793 2.624
H 0.231 3.306 3.132
H 1.019 3.001 -1.892
H 3.288 4.823 -2.034
H 4.546 6.365 -0.575
H 3.900 6.730 1.748
H 1.934 5.600 2.723
*
```

## Properties
- energy (eV) = -172690.0060

Calculated max |F| in order - 2.5 1.1 2.6 eV/A